# 1
10
Properties=species:S:1:pos:R:3:forces:R:3:lowdin_spin:R:1 method="wB97M-V/def2-TZVPD" charge=0 homo_lumo_gap_ev="8.09 / 6.32" spin_multiplicity=3 s2=2.0224 homo_energy_ev="-7.13 / -9.49" e_lumo_ev="0.96 / -3.16"
C -0.415 -0.604 0.178 1.6 -1.3 0.3 0.1854
H 1.604 1.956 -0.630 -1.2 1.4 -0.3 0.0117
H -0.413 0.034 1.047 -0.6 -0.9 1.2 0.0089
N 3.689 -0.130 0.307 -2.7 -0.8 1.3 0.6013
H -0.923 -1.581 -0.042 0.5 0.9 1.3 0.0026
C 1.933 1.049 -0.247 1.4 -1.4 1.2 0.2118
H -0.843 0.049 -0.510 -0.5 1.3 -2.0 0.0108
N 2.949 -1.145 0.068 1.5 0.9 0.4 0.5161
P 1.407 -0.627 -0.470 -1.4 -0.2 -2.1 0.4018
N 3.179 1.082 0.204 1.4 0.2 -1.4 0.0496

# 2
10
Properties=species:S:1:pos:R:3:forces:R:3:nbo_charge:R:1 method="wB97M-V/def2-TZVPD" charge=0 homo_lumo_gap_ev=9.42 homo_energy_ev=-8.90 e_lumo_ev=0.52
C -1.593 0.352 -0.180 -0.2 -0.1 0.2 0.2636
N 2.038 -0.057 -0.206 0.5 0.2 -0.3 -0.5147
N 1.091 -0.820 0.740 -0.3 0.1 -0.1 -0.2771
H 2.624 0.638 0.242 -0.1 -0.1 -0.1 0.3986
H -2.408 0.880 -0.688 0.1 -0.1 0.1 0.1540
N -0.334 0.669 -0.695 0.1 -0.2 0.2 -0.6156
H -2.729 -0.578 1.021 0.0 0.0 0.0 0.3437
C 0.578 0.008 -0.091 0.1 -0.2 0.2 0.5478
N -1.747 -0.471 0.782 -0.2 0.2 -0.2 -0.6989
H 2.479 -0.621 -0.925 -0.1 0.1 0.1 0.3986

# 3
10
Properties=species:S:1:pos:R:3:forces:R:3:nbo_charge:R:1 method="wB97M-V/def2-TZVPD" smiles=Cn1cnnn1 charge=0 homo_lumo_gap_ev=11.42 homo_energy_ev=-10.75 e_lumo_ev=0.67
C 0.973 0.821 0.045 0.0 -0.1 0.0 0.1418
N 0.057 -0.154 -0.055 0.1 0.1 0.0 -0.1915
N 0.699 -1.287 -0.372 0.1 0.1 0.0 -0.0669
H -1.807 0.757 -0.303 0.1 -0.1 0.1 0.2174
H -1.608 -0.151 1.226 0.0 0.0 -0.2 0.2160
H 0.750 1.850 0.285 0.0 -0.1 0.0 0.2163
C -1.377 -0.135 0.158 -0.1 0.0 0.0 -0.4129
H -1.791 -1.025 -0.316 0.1 0.1 0.1 0.2402
N 1.946 -0.993 -0.461 -0.1 0.0 0.0 -0.0677
N 2.158 0.316 -0.207 -0.2 0.1 0.0 -0.2927

# 4
10
Properties=species:S:1:pos:R:3:forces:R:3:nbo_charge:R:1 method="wB97M-V/def2-TZVPD" charge=0 homo_lumo_gap_ev=9.91 homo_energy_ev=-9.19 e_lumo_ev=0.72
N 1.710 0.149 0.208 0.1 0.0 -0.1 -0.7958
N -1.855 -0.240 -0.221 0.0 -0.1 0.0 -0.3209
C -0.693 0.604 -0.374 0.4 0.0 -0.2 -0.2983
H 2.296 -0.659 0.365 -0.1 0.1 0.0 0.3984
N -1.422 -1.343 0.368 0.0 0.1 -0.1 -0.0467
H -0.740 1.497 -0.983 0.0 -0.1 0.1 0.2498
H -1.643 0.713 0.522 -0.1 0.0 0.2 0.4219
N -0.113 -1.339 0.510 0.0 0.2 0.0 -0.2742
H 2.084 0.782 -0.483 -0.1 -0.1 0.1 0.3857
C 0.377 -0.164 0.087 -0.2 0.0 0.0 0.2801

# 5
10
Properties=species:S:1:pos:R:3:forces:R:3:nbo_charge:R:1 method="wB97M-V/def2-TZVPD" charge=0 homo_lumo_gap_ev=10.62 homo_energy_ev=-9.55 e_lumo_ev=1.07
H 2.100 -1.039 1.014 -0.1 0.0 -0.1 0.1968
C -1.981 0.645 -1.433 0.1 -0.9 0.3 0.0794
C 1.027 -1.058 0.789 0.1 -0.2 -0.1 -0.4305
H 0.563 -1.861 1.361 0.1 0.1 -0.1 0.2186
N 0.392 0.196 1.218 0.0 0.3 -0.2 -0.3201
N 0.491 2.031 -0.260 0.0 -1.0 0.8 -0.1128
H -2.072 1.655 -1.779 0.0 -0.1 0.0 0.2409
H 0.869 -1.250 -0.277 0.0 0.0 0.2 0.2046
N 0.482 1.118 0.417 0.0 0.7 -0.5 0.2505
N -1.871 -0.438 -1.052 -0.1 1.1 -0.4 -0.3274

# 6
10
Properties=species:S:1:pos:R:3:forces:R:3:nbo_charge:R:1 method="wB97M-V/def2-TZVPD" charge=0 homo_lumo_gap_ev="7.76 / 7.76" homo_energy_ev="-7.71 / -7.71" e_lumo_ev="0.06 / 0.05"
C -0.017 0.972 0.011 -1.9 0.7 -0.4 -0.1926
H -1.951 0.485 -0.600 1.7 0.5 0.6 0.3849
H -1.865 -1.514 -0.222 -0.8 -0.1 -0.3 0.3140
N -0.948 -1.125 -0.172 1.2 -0.4 0.9 -0.5193
C 1.132 0.587 0.614 2.7 -1.6 0.1 0.1025
H 3.250 -1.455 0.924 1.2 -1.3 -1.2 0.3339
H -0.292 1.903 -0.394 0.5 1.5 0.1 0.2022
N 2.816 -0.809 1.515 1.2 -0.8 2.7 -0.5042
N -1.013 0.154 -0.226 -2.6 -1.8 -1.1 -0.1626
N 1.930 -0.252 0.927 -3.1 3.4 -1.4 0.0412

# 7
10
Properties=species:S:1:pos:R:3:forces:R:3:nbo_charge:R:1 method="wB97M-V/def2-TZVPD" charge=0 homo_lumo_gap_ev=8.25 homo_energy_ev=-7.71 e_lumo_ev=0.54
C 1.692 0.285 -0.216 0.1 -0.2 0.0 -0.3547
H 2.413 -0.106 0.480 -0.1 -0.2 -0.1 0.2165
H 1.959 0.649 -1.195 -0.1 0.4 0.2 0.2071
N -1.797 0.148 -0.188 0.1 -0.3 0.1 -0.3097
N 0.426 -0.010 -0.002 0.1 0.0 -0.1 0.0800
N -0.076 -0.960 0.782 -0.1 0.2 0.0 -0.3468
H -2.117 -1.481 1.083 0.1 0.2 0.0 0.2099
N -0.596 0.637 -0.655 0.1 0.0 -0.2 -0.2554
C -1.417 -0.802 0.615 -0.2 0.0 0.0 0.1518
H -0.488 1.641 -0.704 -0.1 -0.2 0.0 0.4014

# 8
11
Properties=species:S:1:pos:R:3:forces:R:3:nbo_charge:R:1 method="wB97M-V/def2-TZVPD" smiles=Cn1nnc(O)n1 charge=0 homo_lumo_gap_ev=10.51 homo_energy_ev=-9.76 e_lumo_ev=0.74
H -3.504 0.157 -0.099 2.8 -1.9 0.5 0.5049
H 1.779 -1.189 -0.834 1.4 1.6 2.1 0.2424
C -1.507 0.076 0.007 -0.3 -0.1 -0.2 0.5375
O -2.712 -0.514 0.075 -2.8 2.7 -0.8 -0.6543
N -0.491 -0.747 0.003 1.0 -0.4 0.7 -0.3122
N 0.525 0.086 0.128 1.5 1.6 -0.8 0.0063
H 2.627 0.491 -0.384 -1.1 -1.0 0.6 0.2449
H 2.273 -0.756 1.052 -0.2 0.6 -2.2 0.2335
C 1.973 -0.350 0.001 -1.7 -1.6 -0.4 -0.4343
N -1.143 1.381 -0.021 0.2 -0.5 0.5 -0.3303
N 0.180 1.366 0.072 -0.7 -1.0 -0.1 -0.0384

# 9
11
Properties=species:S:1:pos:R:3:forces:R:3:nbo_charge:R:1 method="wB97M-V/def2-TZVPD" smiles=NNc1cnon1 charge=0 homo_lumo_gap_ev=10.23 homo_energy_ev=-9.47 e_lumo_ev=0.75
H -1.969 -1.697 -0.696 1.3 1.0 3.6 0.3580
C 1.439 0.705 0.318 0.9 1.4 2.9 -0.1156
N 0.064 0.445 -1.414 -0.3 -2.8 2.0 -0.1374
H 1.910 0.976 1.376 -1.2 -1.9 -2.2 0.2429
H -0.209 -0.813 1.581 0.5 -0.7 -3.3 0.3916
C 0.401 -0.147 -0.272 0.6 3.3 0.7 0.2369
H -2.186 -0.332 0.190 0.9 -0.8 0.6 0.3381
N -0.237 -1.059 0.499 -3.1 -1.2 3.2 -0.4550
O 0.869 1.472 -1.504 0.7 3.1 -2.7 -0.1447
N -1.735 -1.275 0.366 0.0 0.2 -4.4 -0.6417
N 1.652 1.726 -0.445 -0.3 -1.5 -0.4 -0.0729

# 10
11
Properties=species:S:1:pos:R:3:forces:R:3:nbo_charge:R:1 method="wB97M-V/def2-TZVPD" smiles="Cn1nn[nH]c1=O" charge=0 homo_lumo_gap_ev=10.30 homo_energy_ev=-9.45 e_lumo_ev=0.85
N -1.176 0.829 0.073 -0.9 -0.9 1.9 -0.0369
H 0.776 0.225 2.427 -1.5 -0.9 -2.8 0.4452
O 1.746 -1.058 -0.106 -1.6 1.3 0.9 -0.5988
N -0.954 0.634 1.331 -0.1 1.9 -1.7 -0.0480
H 0.225 -0.935 -2.117 2.1 -2.7 -1.2 0.2303
H -0.490 0.622 -2.540 0.3 0.1 -1.7 0.2139
C 0.791 -0.371 0.236 -0.8 1.2 -1.1 0.7173
N 0.262 0.078 1.470 2.5 -0.9 1.2 -0.4744
C -0.523 -0.280 -1.979 -3.4 4.1 2.3 -0.4084
H -1.611 -0.522 -1.923 1.1 -0.8 -0.3 0.2208
N -0.200 0.313 -0.664 2.4 -2.5 2.4 -0.2611

# 11
12
Properties=species:S:1:pos:R:3:forces:R:3:nbo_charge:R:1 method="wB97M-V/def2-TZVPD" charge=0 homo_lumo_gap_ev=9.63 homo_energy_ev=-8.92 e_lumo_ev=0.71
N 0.279 0.457 0.945 0.4 3.6 1.1 -0.0570
C 0.403 -0.834 0.627 -0.9 -4.9 0.6 0.6421
O -0.808 -1.016 -0.296 4.0 2.1 0.7 -0.4814
O 1.418 0.847 1.540 3.1 2.0 1.9 -0.5571
N 1.230 -1.642 1.117 -0.6 -1.5 -0.4 -0.6957
H 1.290 -2.727 1.105 -0.9 3.0 -0.7 0.4111
N -0.020 1.242 -0.267 -0.5 -3.8 0.7 -0.3672
H -1.276 1.600 -1.963 -1.9 -3.2 -0.8 0.4130
H 1.438 1.556 2.285 -1.6 -1.8 -2.0 0.4983
N -1.672 0.548 -1.763 3.1 0.5 -1.4 -0.8076
C -0.666 0.254 -0.829 -4.0 1.1 -0.9 0.6038
H -1.617 -0.283 -2.502 -0.3 3.0 1.3 0.3977

# 12
12
Properties=species:S:1:pos:R:3:forces:R:3:nbo_charge:R:1 method="wB97M-V/def2-TZVPD" charge=0 homo_lumo_gap_ev=9.24 homo_energy_ev=-8.98 e_lumo_ev=0.26
N -0.482 -1.760 0.258 1.7 -0.2 0.5 -0.3418
H -1.261 -2.977 -1.437 0.8 4.5 1.8 0.3743
H 1.452 -0.157 1.988 -3.2 -0.8 0.6 0.4087
O -0.222 0.324 -0.520 1.6 0.0 2.7 -0.4762
O 0.309 2.269 -0.930 4.0 7.5 -1.8 -0.5881
C 0.014 -0.609 0.526 -2.6 -0.7 -1.0 0.5584
H 1.024 3.026 -0.642 -2.7 -1.9 -1.3 0.5091
N 0.413 0.170 1.758 4.7 -1.9 -2.8 -0.4349
N -0.945 -1.810 -1.163 -4.6 -0.9 2.2 -0.6525
H -2.004 -1.135 -0.778 3.3 -3.1 -2.6 0.3559
N 1.160 1.290 1.060 -2.6 1.9 -2.9 -0.4741
C 0.542 1.369 -0.119 -0.4 -4.4 4.7 0.7612

Result set for energy relative to the best compared isomer or geometry (same formula, charge and spin): 0.5668; 3.3024; 1.4983; 3.2295; 2.9203; 5.6723; 3.6279; 2.4932; 5.4974; 2.6191; 4.2992; 5.8651 eV, one per record in the order listed.
Result set for max |F|: 3.2; 0.6; 0.2; 0.4; 1.2; 4.8; 0.5; 4.0; 4.6; 5.8; 5.0; 8.7 eV Å⁻¹, one per record in the order listed.